Entry 1:
Below is C16H28N2O2 in the gas phase, with properties calculated with wB97M-V/def2-TZVPD.

Each line ends with the natural charge from an NBO analysis.
CARTESIAN COORDINATES (ANGSTROEM)
O: 1.8975 1.3958 -1.1120  -0.6315
C: 1.3159 0.7601 -1.9640  0.6946
N: 0.2140 1.2256 -2.5981  -0.6248
H: -0.2678 0.6284 -3.2490  0.3934
C: -0.4246 2.4686 -2.2148  -0.2167
C: -1.2669 2.3194 -0.9448  -0.4135
H: -1.7001 3.2873 -0.6907  0.2136
C: -2.3785 1.2834 -1.0934  -0.4054
H: -1.9534 0.3298 -1.4201  0.1881
C: -3.1243 1.0627 0.2238  -0.2220
N: -2.2562 0.5326 1.2468  -0.6290
C: -1.9851 1.1968 2.3925  0.6902
O: -2.5068 2.2584 2.6684  -0.6345
C: -0.9702 0.5400 3.3190  -0.3180
H: -1.1945 0.9242 4.3166  0.2377
C: 0.4543 0.9370 2.8987  -0.3921
H: 1.1129 0.8770 3.7664  0.2054
C: 0.8555 -0.1129 1.8668  -0.4070
C: 0.2002 -1.4131 2.3541  -0.4295
C: -0.9465 -0.9956 3.2983  -0.4065
H: -1.9085 -1.4098 2.9946  0.2108
H: -0.7462 -1.3605 4.3059  0.2173
H: 0.9261 -2.0180 2.8978  0.2129
H: -0.1586 -2.0205 1.5208  0.1979
H: 0.4868 0.1719 0.8813  0.2006
H: 1.9377 -0.2012 1.7872  0.2211
H: 0.5012 1.9506 2.5036  0.2268
H: -1.7648 -0.3203 1.0396  0.3916
H: -3.9637 0.3752 0.0631  0.1892
H: -3.5110 2.0090 0.6088  0.2367
H: -3.0931 1.6103 -1.8516  0.2047
H: -0.6025 2.0307 -0.1296  0.2170
H: -1.0401 2.8090 -3.0498  0.1937
H: 0.3671 3.1989 -2.0289  0.2235
C: 1.7321 -0.6333 -2.4289  -0.3270
H: 1.8330 -0.6060 -3.5176  0.2190
C: 3.0475 -1.0958 -1.7768  -0.4113
H: 3.7897 -1.3219 -2.5419  0.2045
C: 2.7038 -2.3524 -0.9715  -0.4009
C: 1.4890 -2.9282 -1.6923  -0.4019
C: 0.6745 -1.6817 -2.0246  -0.3836
H: 0.1487 -1.3450 -1.1282  0.1945
H: -0.0611 -1.8604 -2.8095  0.2068
H: 1.7993 -3.4260 -2.6125  0.1964
H: 0.9333 -3.6411 -1.0839  0.2100
H: 2.4270 -2.0815 0.0478  0.1994
H: 3.5355 -3.0535 -0.9269  0.2124
H: 3.4419 -0.3039 -1.1406  0.2455

Values from the calculation:
SMILES: O=C(NCCCCNC(=O)C1CCCC1)C1CCCC1
Charge: 0
E_HOMO, Eh: -0.34434
ΔE to the lowest compared entry with this formula, charge and spin, kcal per mole: 2.3
Molecular weight, Da: 280.412
Gap between HOMO and LUMO, eV: 10.00
DFT total energy, eV: -24123.35949
Lowest unoccupied orbital energy, eV: 0.628

Entry 2:
Below is 2 unconnected molecules or ions with the total composition C16H28N2O5P2S3, with properties calculated with wB97M-V/def2-TZVPD.

Each line ends with the natural charge from an NBO analysis.
CARTESIAN COORDINATES (ANGSTROEM)
O: 3.7654 1.0831 0.6855  -0.5262
C: 2.8935 0.6966 1.3880  0.9622
O: 2.0118 1.4927 2.0923  -0.5176
C: 0.8306 0.6753 2.1891  -0.2747
P: 0.0686 0.8505 0.4215  1.3663
O: 0.2200 -0.5992 -0.3072  -0.9892
O: -1.5232 0.8739 0.8330  -1.0070
C: 1.4762 -0.6412 2.5848  -0.0248
C: 0.6248 -1.8915 2.3292  -0.4452
C: 0.3916 -2.9112 3.4453  -0.4117
C: 0.0270 -4.2723 2.8305  -0.5552
S: 1.4542 -5.0425 2.0673  0.3763
C: 1.1789 -4.8896 0.3607  -0.1020
S: -0.0832 -4.2141 -0.4196  -0.0346
N: 2.2515 -5.4657 -0.3287  -0.4447
C: 2.9264 -4.8916 -1.3912  -0.0806
C: 3.8627 -5.7953 -1.7484  -0.0815
N: 3.7914 -6.9280 -0.9598  -0.4247
C: 2.8360 -6.6966 -0.1215  0.1858
P: 2.3725 -0.5201 4.2502  0.8119
S: 4.2497 -0.9827 4.2438  -0.5170
O: 2.5755 -0.6091 1.6220  -0.5041
H: 0.0853 1.0588 2.8886  0.2345
H: -0.3562 -1.3049 0.0186  0.4943
H: -2.0552 0.4490 0.1498  0.5033
H: -0.3556 -1.5301 2.0033  0.2047
H: 1.0734 -2.3870 1.4678  0.2580
H: -0.4535 -2.6121 4.0706  0.2181
H: 1.2809 -3.0436 4.0611  0.2164
H: -0.7490 -4.1519 2.0741  0.2547
H: -0.3475 -4.9549 3.5934  0.2407
H: 2.6981 -3.9118 -1.7743  0.2412
H: 4.5837 -5.6965 -2.5444  0.2167
H: 2.4869 -7.3601 0.6543  0.2089
H: 1.6155 -1.2823 5.1462  -0.0318
H: 2.1198 0.8015 4.6412  -0.0184
C: -1.1465 5.5421 -0.9877  -0.6113
C: -2.2128 4.4537 -1.0648  -0.4000
C: -1.9364 3.4109 -2.1459  -0.3992
C: -1.9000 3.9492 -3.5767  -0.3972
C: -3.1733 4.6643 -4.0257  -0.3986
C: -4.4079 3.7678 -4.0276  -0.6096
H: -1.0822 6.1122 -1.9156  0.2008
H: -1.3667 6.2478 -0.1857  0.2091
H: -0.1642 5.1081 -0.7900  0.2061
H: -3.1937 4.9104 -1.2240  0.1927
H: -2.2680 3.9418 -0.1001  0.2017
H: -2.6916 2.6206 -2.0761  0.1899
H: -0.9754 2.9310 -1.9313  0.2044
H: -1.7030 3.1143 -4.2565  0.2002
H: -1.0519 4.6298 -3.6877  0.2030
H: -3.0140 5.0512 -5.0353  0.2026
H: -3.3565 5.5369 -3.3928  0.1938
H: -4.2628 2.9084 -4.6857  0.2007
H: -5.2856 4.3114 -4.3791  0.2101
H: -4.6361 3.3925 -3.0287  0.1980

Values from the calculation:
SMILES: O=C1O[C@@H](P(O)O)[C@](CCCSC(=S)n2ccnc2)([PH2]=S)O1.CCCCCC
Charge: 0
E_HOMO, Eh: -0.33027
Molecular weight, Da: 486.558
Gap between HOMO and LUMO, eV: 8.02
DFT total energy, eV: -81347.41060
Lowest unoccupied orbital energy, eV: -0.964

Entry 3:
Below is a molecular structure, C16H28N3S4SbSi2Ti, with properties calculated with wB97M-V/def2-TZVPD.

Each line ends with the Mulliken charge.
CARTESIAN COORDINATES (ANGSTROEM)
Ti: 0.7542 -0.3519 -1.1889  -0.0183
C: -2.8232 1.4766 1.9641  -1.2239
Si: -1.3061 1.4695 0.8463  0.4864
C: 0.1401 2.0530 1.9197  -1.1835
C: -1.6636 2.7023 -0.5311  -1.2050
C: -0.8924 -0.2529 0.1900  3.3559
C: -0.1523 -1.0649 1.1928  -1.7883
C: -0.5028 -1.4242 2.4974  -0.6250
C: 0.3564 -2.2335 3.2139  -0.6794
C: 1.5404 -2.6921 2.6376  -1.2156
C: 1.8333 -2.2932 1.3522  -0.4627
N: 1.0135 -1.4829 0.6789  0.8431
Si: -2.3783 -1.2167 -0.4936  0.0592
C: -1.8109 -2.6705 -1.5332  -1.1316
C: -3.3956 -1.9548 0.9086  -1.1565
C: -3.4845 -0.0920 -1.5015  -0.9064
H: -2.9685 2.4978 2.3306  0.3923
H: -2.7206 0.8312 2.8390  0.3347
H: -3.7320 1.1885 1.4319  0.2946
H: 0.3428 3.1146 1.7591  0.4453
H: 1.0694 1.5144 1.7258  0.2193
H: -0.0979 1.9226 2.9786  0.3671
H: -1.2709 3.6873 -0.2646  0.4725
H: -2.7419 2.8111 -0.6663  0.3338
H: -1.2505 2.4199 -1.5002  0.2930
H: -1.4381 -1.0868 2.9209  0.4145
H: 0.0999 -2.5265 4.2243  0.4761
H: 2.2109 -3.3473 3.1747  0.4452
H: 2.7205 -2.6190 0.8231  0.5701
H: -1.1063 -3.3122 -0.9975  0.3136
H: -1.3421 -2.3793 -2.4733  0.2335
H: -2.6881 -3.2792 -1.7727  0.3700
H: -2.8480 -2.7252 1.4566  0.3412
H: -4.2707 -2.4410 0.4664  0.4137
H: -3.7575 -1.2138 1.6250  0.3116
H: -2.9578 0.3633 -2.3405  0.2649
H: -3.9295 0.7030 -0.9000  0.2392
H: -4.3058 -0.6899 -1.9073  0.4163
S: 3.6887 0.6470 -3.9301  -0.5599
Sb: 1.9053 -0.7055 -4.1071  0.6630
S: 1.8683 -2.1251 -2.1241  -0.6268
S: -0.0768 0.4834 -3.0899  -0.5945
S: 1.1909 -1.7779 -5.9110  -0.5838
C: 4.2519 -0.1552 -0.2460  -1.1403
C: 3.4562 1.0558 -0.5571  0.0485
N: 2.1487 1.1375 -0.7916  1.2517
C: 1.8708 2.4712 -1.0688  -0.6280
C: 3.0119 3.1838 -0.9973  -0.9052
N: 3.9939 2.2764 -0.6566  0.0428
H: 4.0648 -0.9173 -1.0019  0.1521
H: 3.9843 -0.5478 0.7351  0.2132
H: 5.3136 0.0859 -0.2452  0.4808
H: 0.8823 2.7955 -1.3368  0.4280
H: 3.2198 4.2249 -1.1640  0.4244
H: 4.9800 2.4622 -0.5946  0.2230

Values from the calculation:
Charge: 0
E_HOMO, Eh: -0.28834
ΔE to the lowest compared entry with this formula, charge and spin, kcal per mole: 0.4
Molecular weight, Da: 616.488
Gap between HOMO and LUMO, eV: 6.98
DFT total energy, eV: -110271.99509
Lowest unoccupied orbital energy, eV: -0.862